1.
{
  "formula": "C14H17B2CaF4N6O8",
  "method": "ωB97M-V with the def2-TZVPD basis set",
  "homo_energy_ev": [-12.5, -12.8],
  "charge": 1,
  "gap_ev": [7.9, 5.4],
  "species": ["Ca", "C", "C", "N", "O", "B", "F", "F", "O", "N", "C", "C", "C", "N", "O", "B", "F", "F", "O", "N", "C", "C", "C", "H", "H", "H", "H", "H", "H", "H", "H", "H", "H", "H", "H", "C", "C", "N", "C", "C", "N", "C", "O", "O", "C", "O", "O", "H", "H", "H", "H", "H"],
  "xyz": [[-0.264, 0.303, -1.219], [-3.464, -3.243, -1.320], [-2.306, -2.315, -1.217], [-2.230, -1.142, -1.728], [-3.364, -0.684, -2.410], [-4.376, -0.187, -1.608], [-4.434, -0.488, -0.315], [-5.372, 0.434, -2.192], [-3.261, 1.909, -0.978], [-2.365, 1.790, -0.137], [-2.245, 2.083, 1.103], [-3.327, 2.760, 1.883], [-0.946, 1.669, 1.694], [-0.428, 0.682, 1.075], [0.868, 0.345, 1.388], [1.070, -1.105, 1.754], [2.434, -1.220, 1.962], [0.291, -1.416, 2.837], [0.769, -2.104, 0.637], [-0.316, -1.803, -0.113], [-1.123, -2.749, -0.400], [-1.006, -4.157, 0.078], [-0.350, 2.351, 2.876], [-4.235, -2.874, -1.987], [-3.890, -3.412, -0.330], [-3.112, -4.207, -1.688], [-4.237, 2.825, 1.292], [-3.015, 3.768, 2.157], [-3.536, 2.210, 2.801], [-0.039, -4.306, 0.547], [-1.131, -4.861, -0.743], [-1.780, -4.370, 0.818], [-0.901, 3.246, 3.148], [0.687, 2.606, 2.664], [-0.339, 1.661, 3.722], [3.476, -1.953, -0.902], [3.422, -0.494, -0.960], [2.364, 0.267, -1.319], [2.755, 1.530, -1.260], [4.132, 1.585, -0.825], [4.482, 0.313, -0.656], [5.169, 2.659, -0.561], [4.795, 3.889, -0.708], [6.258, 2.255, -0.247], [1.820, 2.703, -1.517], [2.318, 3.823, -1.380], [0.646, 2.377, -1.798], [2.821, -2.385, -1.655], [3.092, -2.252, 0.082], [4.495, -2.319, -1.013], [5.411, 0.040, -0.346], [3.818, 3.965, -0.988]]
}


2.
{
  "formula": "C14H17BiNO3S",
  "method": "ωB97M-V with the def2-TZVPD basis set",
  "homo_energy_ev": [-2.8, -2.8],
  "charge": -1,
  "gap_ev": [5.6, 5.6],
  "species": ["C", "C", "C", "C", "C", "Bi", "N", "C", "C", "H", "H", "H", "H", "H", "H", "H", "H", "H", "H", "C", "C", "C", "C", "C", "C", "C", "S", "O", "O", "O", "H", "H", "H", "H", "H", "H", "H"],
  "xyz": [[2.636, 3.133, -2.525], [2.439, 2.257, -3.655], [2.758, 0.902, -3.240], [3.165, 0.955, -1.844], [3.094, 2.336, -1.413], [0.758, 1.463, -1.877], [0.040, 2.707, -0.499], [-1.453, 2.481, -2.498], [-0.757, 1.992, -3.605], [2.662, -0.005, -3.849], [2.051, 2.543, -4.641], [3.458, 0.096, -1.228], [3.323, 2.703, -0.401], [2.440, 4.216, -2.505], [-0.303, 2.680, -4.330], [-1.558, 3.557, -2.335], [-0.345, 3.403, 0.185], [-0.807, 0.921, -3.865], [-2.053, 1.812, -1.871], [-1.517, -3.918, 5.019], [-1.341, -3.094, 3.782], [-2.467, -2.588, 3.110], [-2.317, -1.801, 1.958], [-1.039, -1.498, 1.435], [0.075, -2.012, 2.114], [-0.071, -2.800, 3.269], [-0.895, -0.407, -0.046], [-1.410, -1.139, -1.215], [-1.663, 0.792, 0.333], [0.592, -0.097, -0.271], [-2.043, -3.345, 5.788], [-2.108, -4.813, 4.803], [-0.555, -4.234, 5.427], [-3.467, -2.807, 3.500], [-3.211, -1.418, 1.466], [1.071, -1.790, 1.741], [0.814, -3.185, 3.781]]
}


> Which formula does entry 2 have?

C14H17BiNO3S